Density functional theory data (the ωB97M-V functional and the def2-TZVPD basis) for a gas-phase ion, C4H12N2 (charge +1).

The geometry in XYZ format:
```
18
Properties=species:S:1:pos:R:3:lowdin_charge:R:1
C -0.26 1.97 0.63 -0.04
C -0.16 0.70 -0.25 -0.41
C -0.17 -0.47 0.82 -0.10
C 0.49 -1.69 0.14 -0.19
N 1.84 -1.63 -0.35 0.20
N -1.38 0.53 -1.00 0.09
H -0.67 2.75 -0.02 0.09
H 0.70 2.46 0.85 0.09
H -0.84 1.85 1.54 0.09
H 0.80 0.56 -0.72 0.12
H 0.22 -0.36 1.83 0.13
H -1.24 -0.68 0.86 0.12
H -0.19 -1.69 -0.77 0.17
H 0.40 -2.67 0.61 0.14
H 1.89 -1.15 -1.25 0.13
H 2.01 -2.60 -0.63 0.14
H -1.30 1.11 -1.83 0.11
H -2.11 1.01 -0.48 0.11
```

The spin multiplicity is 2. The value obtained for the HOMO-LUMO gap (spin up / spin down) is 11.549 / 5.103 eV. Its charge is +1.


Density functional theory data (the ωB97M-V functional and the def2-TZVPD basis) for a gas-phase ion, C4H12N2 (charge +2).

The geometry in XYZ format:
```
18
Properties=species:S:1:pos:R:3:lowdin_charge:R:1
C -0.40 1.08 1.77 0.15
C -0.40 -0.10 1.15 -0.30
N -0.82 -1.34 1.90 0.21
C 0.00 -0.56 -0.25 -0.10
C 0.10 0.75 -1.16 -0.08
N 0.95 0.46 -2.42 0.20
H -0.62 1.23 2.88 0.14
H 0.15 1.83 1.28 0.06
H 0.04 -1.95 2.14 0.22
H -1.39 -1.98 1.28 0.19
H -1.37 -1.03 2.73 0.19
H -0.66 -1.45 -0.62 0.16
H 1.11 -0.88 -0.17 0.16
H -0.84 1.12 -1.56 0.15
H 0.62 1.53 -0.62 0.12
H 1.07 1.34 -2.90 0.17
H 1.91 0.15 -2.34 0.17
H 0.53 -0.20 -3.08 0.18
```

Its SMILES is C=C([NH3+])CC[NH3+]. The value obtained for the HOMO-LUMO gap is 11.765 eV. Its charge is +2.


Density functional theory data (the ωB97M-V functional and the def2-TZVPD basis) for a gas-phase ion, C4H12N2 (charge +2).

The geometry in XYZ format:
```
18
Properties=species:S:1:pos:R:3:lowdin_charge:R:1
N -2.45 0.28 -2.13 0.22
C -1.61 -0.26 -1.05 -0.07
C -0.33 0.04 -0.87 -0.04
C 0.37 -0.53 0.36 -0.16
C 1.50 0.36 0.85 -0.14
N 1.97 0.01 2.23 0.21
H -1.92 0.87 -2.78 0.18
H -2.80 -0.50 -2.71 0.19
H -3.28 0.80 -1.83 0.19
H -2.20 -0.68 -0.25 0.14
H 0.31 0.28 -1.72 0.14
H 0.69 -1.51 -0.01 0.14
H -0.35 -0.77 1.15 0.13
H 2.39 0.22 0.23 0.15
H 1.29 1.42 0.78 0.15
H 2.77 0.62 2.42 0.19
H 1.31 0.28 2.97 0.19
H 2.34 -0.93 2.36 0.19
```

Its SMILES is [NH3+]/C=C/CC[NH3+]. The value obtained for the HOMO-LUMO gap is 11.803 eV. Its charge is +2.


Density functional theory data (the ωB97M-V functional and the def2-TZVPD basis) for C4H12N2O in the gas phase.

The geometry in XYZ format:
```
19
Properties=species:S:1:pos:R:3:lowdin_charge:R:1
C 1.77 1.05 0.91 -0.05
C 1.19 0.41 -0.34 -0.42
O 1.70 -0.93 -0.37 -0.04
C -0.34 0.40 -0.38 -0.38
N -0.79 -0.38 -1.53 0.04
C -0.96 -0.19 0.89 -0.24
N -2.41 -0.34 0.73 0.00
H 1.59 0.41 1.78 0.08
H 2.83 1.21 0.78 0.08
H 1.27 2.00 1.12 0.08
H 1.54 0.99 -1.20 0.14
H 1.57 -1.28 -1.26 0.08
H -0.67 1.45 -0.49 0.14
H -0.41 -0.02 -2.40 0.07
H -1.80 -0.34 -1.61 0.06
H -0.75 0.49 1.72 0.11
H -0.46 -1.15 1.08 0.12
H -2.90 0.12 1.49 0.06
H -2.74 -1.29 0.74 0.07
```

Its SMILES is C[C@@H](O)[C@@H](N)CN. The value obtained for the HOMO-LUMO gap is 10.089 eV.


Values of largest force on an atom, in order: 3.87; 2.81; 2.01; 0.61, all in eV/A.
Values of ΔE to the lowest compared entry with this formula, charge and spin, in order: 1.6523; 1.0188; 0.2241; 0.9422, all in eV.
Values of M, in order: 88.154; 88.154; 88.154; 104.153, all in Da.